A 2-piece molecular cluster, C2H4ClNO3 overall at a distorted geometry, computed with ωB97M-V with the def2-TZVPD basis set.

```
! wB97M-V def2-TZVPD RIJCOSX def2/J DEFGRID3
* xyz 0 1
C -0.1017 -0.5873 0.1679
C 0.0731 -1.8882 -0.6338
Cl -0.3235 -3.3228 0.2095
O 0.3462 -0.2188 -1.0622
O -0.3208 3.2746 1.6680
N 0.1075 3.3900 0.4374
O 0.3380 4.5248 0.0141
H -1.1534 -0.4046 0.4885
H 0.5505 -0.5340 1.0702
H -0.6392 -2.0500 -1.4806
H 1.1235 -2.1838 -0.8791
*
```

Values from the calculation:
- Gap between HOMO and LUMO (alpha / beta): 8.8 / 6.8 eV
- LUMO (alpha / beta): -0.056 / -0.127 Ha

Here are the natural (NBO) charges for atoms 1 to 5, given in e: C -0.07; C -0.41; Cl -0.04; O -0.34; O -0.25



A 2-piece molecular cluster, C2H4ClNS overall at a distorted geometry, computed with ωB97M-V with the def2-TZVPD basis set.

```
! wB97M-V def2-TZVPD RIJCOSX def2/J DEFGRID3
* xyz 0 1
C 1.3123 -1.5016 0.1959
C -0.5637 1.1892 -0.2281
N -0.5687 0.0589 0.6531
S 2.6655 -0.9622 -0.3021
Cl -1.9058 -0.9553 0.1905
H 0.7374 -2.1986 0.8420
H -0.4238 2.1492 0.2635
H 0.2795 0.9437 -0.9250
H -1.5326 1.2768 -0.6898
*
```

Values from the calculation:
- Gap between HOMO and LUMO (alpha / beta): 6.5 / 9.0 eV
- LUMO (alpha / beta): -0.033 / -0.008 Ha

Here are the natural (NBO) charges for atoms 1 to 5, given in e: C -0.33; C -0.51; N -0.31; S 0.22; Cl 0.06



A 2-piece molecular cluster, C2H4ClO overall at a distorted geometry, computed with ωB97M-V with the def2-TZVPD basis set.

```
! wB97M-V def2-TZVPD RIJCOSX def2/J DEFGRID3
* xyz 1 1
C 0.1648 1.8806 -0.4098
C -0.1207 -1.7549 0.5409
O 0.1270 0.8519 0.2086
Cl -0.7615 -2.5722 -0.6669
H -0.0080 2.8771 -0.0984
H 0.3612 1.7926 -1.4450
H -0.7117 -1.1474 1.1810
H 0.9488 -1.9278 0.6896
*
```

Values from the calculation:
- Gap between HOMO and LUMO: 6.9 eV
- LUMO: -0.286 Ha

Here are the natural (NBO) charges for atoms 1 to 5, given in e: C 0.35; C 0.02; O -0.57; Cl 0.42; H 0.15



One molecule with the formula C2H4ClPS2 at a distorted geometry, computed with ωB97M-V with the def2-TZVPD basis set.

```
! wB97M-V def2-TZVPD RIJCOSX def2/J DEFGRID3
* xyz 0 1
C 0.8385 -0.9051 -0.2168
C -0.9390 0.6859 0.5905
P -1.0884 -1.2586 0.0731
S 2.1378 2.4874 0.3434
S 0.8532 1.0180 -0.2387
Cl -1.4873 -1.1213 -1.7910
H 1.3276 -1.3668 0.6102
H 0.9890 -1.3782 -1.1189
H -1.6745 1.3142 0.1065
H -0.9569 0.5244 1.6418
*
```

Values from the calculation:
- Gap between HOMO and LUMO: 7.9 eV
- LUMO: -0.008 Ha

Here are the natural (NBO) charges for atoms 1 to 5, given in e: C -0.74; C -0.71; P 0.73; S -0.38; S 0.45



C2H4DyF3O4S as an isolated structure at a distorted geometry, computed with ωB97M-V with the def2-TZVPD basis set.

```
! wB97M-V def2-TZVPD RIJCOSX def2/J DEFGRID3
* xyz 2 6
Dy 2.4252 1.9577 -2.2574
O 0.9242 1.3321 -0.5442
S -0.3302 0.5224 -1.4845
O 0.3560 0.7934 -2.7979
O -1.6552 1.0746 -1.3450
C -0.5236 -1.3351 -1.5450
F 0.4526 -1.8984 -0.8684
F -1.6944 -1.6580 -1.0416
F -0.4621 -1.7263 -2.8005
H 0.4447 1.4414 1.4558
O -0.4524 0.8271 1.7724
C 0.0240 -0.1437 2.6963
H 0.3041 -1.0829 2.1965
H 0.9663 0.2110 3.1424
H -0.7793 -0.3154 3.4210
*
```

Values from the calculation:
- Gap between HOMO and LUMO (alpha / beta): 4.9 / 10.1 eV
- <S²>: 9.7699
- LUMO (alpha / beta): -0.459 / -0.323 Ha

Here are the Mulliken charges for atoms 1 to 5, given in e: Dy 1.33; O -0.83; S 1.68; O -0.80; O -0.49



C2H4ErO as an isolated structure at a distorted geometry, computed with ωB97M-V with the def2-TZVPD basis set.

```
! wB97M-V def2-TZVPD RIJCOSX def2/J DEFGRID3
* xyz 1 4
O -1.0516 -0.5237 0.3602
Er -0.4241 1.4181 0.3720
C 1.8133 0.2007 -0.5486
C 0.8368 -0.2324 -1.4484
H 2.4880 1.0145 -0.8344
H 2.1252 -0.4735 0.2564
H 1.1636 0.0635 -2.4542
H 0.0184 -0.8581 -1.8268
*
```

Values from the calculation:
- Gap between HOMO and LUMO (alpha / beta): 7.0 / 7.3 eV
- <S²>: 3.7584
- LUMO (alpha / beta): -0.224 / -0.221 Ha

Here are the Mulliken charges for atoms 1 to 5, given in e: O -0.69; Er 1.46; C -0.97; C -0.22; H 0.41



A 2-piece molecular cluster, C2H4F2N3O2 overall at a distorted geometry, computed with ωB97M-V with the def2-TZVPD basis set.

```
! wB97M-V def2-TZVPD RIJCOSX def2/J DEFGRID3
* xyz 1 1
C -0.7889 0.1832 -0.0524
C 1.1305 -0.1992 0.7468
N -1.1360 1.3806 -0.0628
N 2.0556 -0.4763 -0.4434
N -1.5609 -0.8417 -0.3562
O 1.9555 -1.4944 -0.9679
O 2.7325 0.4748 -0.7369
F 1.4233 0.8108 1.4825
F 0.7162 -1.1779 1.5293
H -0.5171 2.1387 0.2096
H -2.0381 1.7207 -0.2680
H -1.5499 -1.8207 -0.3318
H -2.4228 -0.6985 -0.7489
*
```

Values from the calculation:
- Gap between HOMO and LUMO: 10.5 eV
- LUMO: -0.200 Ha

Here are the natural (NBO) charges for atoms 1 to 5, given in e: C 0.49; C 0.84; N -0.71; N 0.49; N -0.75



An isolated ion of composition C2H4F2NO3S and charge -1 at a distorted geometry, computed with ωB97M-V with the def2-TZVPD basis set.

```
! wB97M-V def2-TZVPD RIJCOSX def2/J DEFGRID3
* xyz -1 1
C -0.2449 -0.0887 -0.5731
C -1.0114 0.8628 0.2895
N -0.5957 -1.4025 -0.2768
O 1.3593 0.1500 1.4635
O 2.0532 1.2769 -0.6653
O 2.1863 -1.1674 -0.3682
F -0.7714 2.1932 0.0385
F -2.3237 0.7025 0.0406
S 1.5578 0.0872 0.0101
H -0.2759 0.1990 -1.6166
H -0.5874 0.5322 1.3345
H 0.2037 -1.9291 0.1249
H -1.5500 -1.4162 0.1984
*
```

Values from the calculation:
- Gap between HOMO and LUMO: 9.4 eV
- SMILES string: N[C@@H](C(F)F)S(=O)(=O)[O-]
- LUMO: 0.148 Ha

Here are the natural (NBO) charges for atoms 1 to 5, given in e: C -0.37; C 0.51; N -0.87; O -1.04; O -1.00



A 2-piece molecular cluster, C2H4F2S overall at a distorted geometry, computed with ωB97M-V with the def2-TZVPD basis set.

```
! wB97M-V def2-TZVPD RIJCOSX def2/J DEFGRID3
* xyz 0 1
C 0.8836 -0.9427 -0.1219
C -0.9286 1.1732 -0.4616
F -0.6895 2.0465 -1.4387
F -2.0083 0.4120 -0.6634
S 0.1775 -1.4474 1.3751
H 0.6953 -1.4574 -1.1390
H 1.8691 -0.6001 -0.2829
H -0.9353 1.4966 0.6597
H 0.9363 -0.6807 2.0726
*
```

Values from the calculation:
- Gap between HOMO and LUMO (alpha / beta): 8.8 / 8.5 eV
- LUMO (alpha / beta): 0.013 / 0.027 Ha

Here are the natural (NBO) charges for atoms 1 to 5, given in e: C -0.63; C 0.56; F -0.33; F -0.34; S 0.09



C2H4F3MnNO5S2 as an isolated structure at a distorted geometry, computed with ωB97M-V with the def2-TZVPD basis set.

```
! wB97M-V def2-TZVPD RIJCOSX def2/J DEFGRID3
* xyz 0 6
N 0.1900 1.1527 0.4209
S 1.5620 1.3384 -0.6794
O 2.6164 0.9173 0.3940
O 1.5344 0.1376 -1.6118
S -0.4124 -0.2776 0.8748
O 0.7085 -1.2282 0.6525
O -0.9837 -0.6819 2.1544
C -2.0025 -0.2540 -0.1272
F -2.8790 0.5295 0.4691
F -1.7647 0.1958 -1.3443
F -2.5153 -1.4596 -0.2455
Mn 2.4947 -1.0767 -0.2514
O 3.6550 -2.4478 -0.4549
H 4.5711 -2.4665 -0.1802
C 0.4500 2.3526 1.5394
H -0.2185 3.1005 1.0879
H 1.3740 2.2430 2.1256
H -0.1232 2.4141 2.4749
*
```

Values from the calculation:
- Gap between HOMO and LUMO (alpha / beta): 8.5 / 9.8 eV
- <S²>: 8.7561
- LUMO (alpha / beta): -0.010 / -0.011 Ha

Here are the natural (NBO) charges for atoms 1 to 5, given in e: N -0.98; S 1.70; O -1.04; O -1.00; S 2.17



C2H4F3MnNO5S2 as an isolated structure at a distorted geometry, computed with ωB97M-V with the def2-TZVPD basis set.

```
! wB97M-V def2-TZVPD RIJCOSX def2/J DEFGRID3
* xyz 0 6
N -0.1113 0.9284 -0.4604
S 1.4376 1.2510 -0.9314
O 2.0790 1.1535 0.6115
O 2.1351 0.0045 -1.4582
S -0.6218 -0.5920 -0.2879
O 0.4922 -1.2721 0.4551
O -1.1352 -1.6351 -1.1755
C -2.2534 -0.1268 0.5204
F -2.0204 0.3987 1.7065
F -2.8988 0.7363 -0.2392
F -3.0466 -1.1655 0.6941
Mn 2.4618 -0.9139 0.3551
O 3.8666 -1.9175 0.8877
H 4.7887 -1.7241 0.7220
C 1.1049 2.0856 1.5421
H 0.1008 1.8873 1.9274
H 1.8335 2.3075 2.3332
H 0.9673 3.1251 1.2176
*
```

Values from the calculation:
- Gap between HOMO and LUMO (alpha / beta): 9.1 / 10.3 eV
- <S²>: 8.7563
- LUMO (alpha / beta): -0.001 / -0.005 Ha

Here are the natural (NBO) charges for atoms 1 to 5, given in e: N -1.19; S 1.69; O -0.79; O -0.99; S 2.14



C2H4F3O6PS as an isolated structure, computed with ωB97M-V with the def2-TZVPD basis set.

```
! wB97M-V def2-TZVPD RIJCOSX def2/J DEFGRID3
* xyz 0 1
C 2.4869 -0.9542 -0.0749
O 1.3302 -0.5730 0.6857
P 0.9149 0.9178 0.9313
O 1.2702 1.5286 2.1853
O 1.2994 1.7507 -0.3503
O -0.7343 0.7541 0.8316
S -1.5263 0.5917 -0.5192
O -0.6614 0.0520 -1.5178
O -2.3040 1.7424 -0.7681
C -2.6652 -0.7431 0.0517
F -3.5367 -0.2391 0.9213
F -1.9782 -1.7298 0.6202
F -3.3060 -1.2029 -1.0204
H 3.3897 -0.5644 0.3904
H 2.4069 -0.6097 -1.1045
H 2.5068 -2.0374 -0.0686
H 1.1071 1.3162 -1.1937
*
```

Values from the calculation:
- Gap between HOMO and LUMO: 12.1 eV
- LUMO: 0.015 Ha

Here are the natural (NBO) charges for atoms 1 to 5, given in e: C -0.24; O -0.82; P 2.56; O -1.04; O -0.99



no.,total energy (Ha)
1,-818.97152
2,-991.54928
3,-613.63596
4,-1676.43780
5,-1961.61041
6,-1168.47703
7,-592.64162
8,-957.07419
9,-676.36442
10,-2756.44535
11,-2756.44865
12,-1569.29163